Model P:
# C4H12

2 unconnected molecules or ions with the total composition C4H12 (the ωB97M-V functional and the def2-TZVPD basis, OMol25).

Last column: Mulliken charge in e.
Positions of all 16 atoms, in Å:
C  -1.7661  1.7048  -0.5230  -0.679
C  -0.6453  2.7170  -0.6157  -0.805
C  1.4873  -1.8192  1.2318  -0.834
C  1.0108  -2.5885  -0.1515  -0.614
H  -1.9963  1.5849  0.5405  0.234
H  -2.6764  1.9559  -1.0418  0.299
H  -0.8883  3.4071  -1.3840  0.294
H  -0.4358  3.2287  0.3615  0.248
H  0.3612  -3.3297  0.3809  0.190
H  0.7388  -1.1239  1.5637  0.284
H  0.3356  -1.7833  -0.6275  0.081
H  0.3044  2.3487  -1.1341  0.257
H  1.6798  -3.0730  -0.7644  0.358
H  -1.4740  0.6987  -0.8441  0.152
H  2.4437  -1.3814  0.9589  0.250
H  1.5208  -2.5469  2.0488  0.286

Results
SMILES = CC.CC
Kohn-Sham gap = 12.142 eV
LUMO level = 1.06 eV


Model Q:
# C4H12

2 unconnected molecules or ions with the total composition C4H12 (the ωB97M-V functional and the def2-TZVPD basis, OMol25).

Last column: Mulliken charge in e.
Positions of all 16 atoms, in Å:
C  0.1217  -1.5334  0.1386  -0.632
C  -0.9394  2.3080  -0.2451  -0.977
C  0.2381  -3.0069  0.3445  -1.209
C  0.6064  2.2008  -0.2154  -0.418
H  -0.3713  -1.3049  -0.8188  0.261
H  1.1346  -0.9215  0.2105  0.219
H  0.8684  1.1267  0.1051  -0.096
H  1.0334  3.0465  0.2112  0.372
H  -1.3014  2.5972  0.7162  0.294
H  -0.6833  -3.5419  0.2445  0.334
H  -0.3152  -0.9535  0.9845  0.333
H  0.5809  -3.2194  1.2620  0.406
H  -1.3704  3.0830  -0.8234  0.390
H  0.8912  -3.4670  -0.3948  0.294
H  -1.5175  1.3728  -0.5338  0.225
H  0.8891  2.3712  -1.2985  0.204

Results
SMILES = CC.CC
Kohn-Sham gap = 12.338 eV
LUMO level = 1.14 eV


The relative energies come out as model P 12.3; model Q 0.0, with values in kJ/mol.


Model P:
# C4H12

2 unconnected molecules or ions with the total composition C4H12 (the ωB97M-V functional and the def2-TZVPD basis, OMol25).

Last column: Mulliken charge in e.
Positions of all 16 atoms, in Å:
C  -1.8034  0.3884  0.4223  -0.725
C  2.9245  -1.0676  -0.8505  -0.872
C  1.5880  -1.0069  -0.2189  -0.655
C  -2.7577  1.7259  0.7046  -0.952
H  -2.2564  -0.5046  -0.0397  0.337
H  -0.9615  0.6877  -0.1845  0.191
H  1.3409  -0.4017  0.6435  0.333
H  2.9552  -1.7960  -1.6807  0.259
H  -3.5646  1.6135  1.3737  0.338
H  -3.0823  2.1389  -0.3197  0.250
H  -2.0698  2.4324  1.0669  0.306
H  3.2793  -0.0616  -1.2419  0.268
H  1.2925  -2.0325  0.0724  0.259
H  0.8010  -0.7381  -1.0164  0.158
H  3.7506  -1.4773  -0.1625  0.251
H  -1.4363  0.0995  1.4312  0.254

Results
SMILES = CC.CC
Kohn-Sham gap = 12.508 eV
LUMO level = 1.12 eV


Model Q:
# C4H12

2 unconnected molecules or ions with the total composition C4H12 (the ωB97M-V functional and the def2-TZVPD basis, OMol25).

Last column: Mulliken charge in e.
Positions of all 16 atoms, in Å:
C  1.1826  -1.7129  0.6410  -0.930
C  -1.5141  0.9248  0.5983  -0.421
C  1.3014  -1.0237  -0.7442  -0.731
C  -1.0478  1.8425  -0.5440  -0.883
H  -2.5392  0.5673  0.4900  0.291
H  1.5095  0.0362  -0.5872  0.184
H  2.0982  -2.2816  0.8279  0.320
H  1.0625  -1.0131  1.4638  0.292
H  -1.6605  2.7415  -0.5839  0.339
H  -1.4147  1.4406  1.5510  0.281
H  0.3568  -2.4249  0.7342  0.273
H  -0.8160  0.0940  0.6882  -0.103
H  -0.0334  2.1921  -0.3829  0.257
H  0.4648  -1.1929  -1.4212  0.233
H  -1.1148  1.2808  -1.4815  0.245
H  2.1647  -1.4708  -1.2495  0.352

Results
SMILES = CC.CC
Kohn-Sham gap = 12.869 eV
LUMO level = 1.17 eV


The relative energies come out as model P 55.0; model Q 0.0, with values in kJ/mol.


Model P:
# C4H12

2 unconnected molecules or ions with the total composition C4H12 (the ωB97M-V functional and the def2-TZVPD basis, OMol25).

Last column: Mulliken charge in e.
Positions of all 16 atoms, in Å:
C  -0.7078  0.3459  2.2935  -0.914
C  0.5488  -0.4454  -1.9554  -0.969
C  1.6380  0.4589  -1.5135  -0.636
C  -1.4892  -0.3763  1.2515  -0.444
H  1.0353  -1.3694  -1.8255  0.303
H  1.3971  1.4345  -2.0711  0.199
H  -1.5604  -1.5006  1.3391  0.275
H  -0.4117  1.3497  1.9659  0.280
H  -2.4918  -0.1332  1.1534  0.371
H  -1.1189  -0.1114  0.2609  -0.161
H  1.4903  0.5676  -0.4929  0.184
H  0.3376  -0.5582  -2.9582  0.437
H  2.7702  0.2926  -1.6783  0.305
H  0.2322  -0.2998  2.6502  0.201
H  -0.5349  -0.1411  -1.6631  0.176
H  -1.1348  0.4863  3.2435  0.393

Results
SMILES = CC.CC
Kohn-Sham gap = 11.986 eV
LUMO level = 1.14 eV


Model Q:
# C4H12

2 unconnected molecules or ions with the total composition C4H12 (the ωB97M-V functional and the def2-TZVPD basis, OMol25).

Last column: Mulliken charge in e.
Positions of all 16 atoms, in Å:
C  -1.0550  0.7880  -2.0278  -0.490
C  1.0175  -0.4003  2.3291  -0.749
C  2.1767  -0.0242  1.4283  -0.794
C  -2.1387  -0.2942  -1.7930  -0.789
H  -2.0603  -1.1977  -2.3898  0.304
H  -0.5805  0.6884  -3.0069  0.253
H  3.1665  0.0125  1.8867  0.318
H  -3.1421  0.1184  -1.7229  0.269
H  -1.9856  -0.7326  -0.8058  0.190
H  2.1362  -0.6287  0.5078  0.250
H  -0.3061  0.5111  -1.2872  -0.012
H  1.2225  -1.2164  3.0345  0.290
H  1.9490  0.9687  1.0032  0.235
H  0.8072  0.4800  2.9455  0.248
H  0.1747  -0.8910  1.8109  0.201
H  -1.3819  1.8181  -1.9127  0.277

Results
SMILES = CC.CC
Kohn-Sham gap = 12.542 eV
LUMO level = 1.07 eV


Model R:
# C4H12

2 unconnected molecules or ions with the total composition C4H12 (the ωB97M-V functional and the def2-TZVPD basis, OMol25).

Last column: Mulliken charge in e.
Positions of all 16 atoms, in Å:
C  -1.7576  -0.7974  0.8803  -0.798
C  1.6810  0.8697  0.3606  -0.766
C  -1.5945  -1.7234  -0.3267  -0.820
C  1.7193  1.6778  -0.9278  -0.829
H  -2.5468  -1.8261  -0.8514  0.311
H  0.8066  1.0699  0.9836  0.212
H  0.7837  1.5652  -1.4646  0.258
H  1.6073  -0.1823  0.1149  0.233
H  2.5321  0.9718  1.0425  0.338
H  -1.0405  -1.0141  1.6626  0.251
H  -0.8801  -1.3258  -1.0387  0.237
H  -1.7121  0.2468  0.5715  0.204
H  -2.7459  -0.9059  1.3313  0.355
H  2.5428  1.3487  -1.5556  0.266
H  -1.2768  -2.7152  -0.0372  0.260
H  1.8815  2.7404  -0.7453  0.289

Results
SMILES = CC.CC
Kohn-Sham gap = 12.889 eV
LUMO level = 1.16 eV


Model S:
# C4H12

2 unconnected molecules or ions with the total composition C4H12 (the ωB97M-V functional and the def2-TZVPD basis, OMol25).

Last column: Mulliken charge in e.
Positions of all 16 atoms, in Å:
C  0.0536  -1.1305  1.3227  -0.376
C  -0.8416  -2.4603  1.1122  -0.983
C  0.9112  1.5230  -1.6895  -0.798
C  -0.1493  2.1468  -0.6877  -0.617
H  -0.7503  1.3091  -0.2350  0.046
H  0.5818  2.6006  0.1624  0.178
H  -0.4306  -3.1703  1.7473  0.324
H  0.4452  -1.2101  2.3077  0.291
H  0.2936  0.9224  -2.4945  0.211
H  1.0384  -1.1199  0.5677  0.129
H  -0.6857  3.0008  -0.8811  0.421
H  -0.7218  -0.4156  1.0377  0.034
H  -0.7814  -2.8322  0.1511  0.315
H  -1.9085  -2.2106  1.3676  0.264
H  1.1852  2.2384  -2.5127  0.336
H  1.7601  0.8083  -1.2759  0.223

Results
SMILES = CC.CC
Kohn-Sham gap = 11.996 eV
LUMO level = 1.12 eV


The relative energies come out as model P 163.8; model Q 48.5; model R 0.0; model S 195.3, with values in kJ/mol.


Model P:
# C4H12

2 unconnected molecules or ions with the total composition C4H12 (the ωB97M-V functional and the def2-TZVPD basis, OMol25).

Last column: Mulliken charge in e.
Positions of all 16 atoms, in Å:
C  2.4138  0.1112  -0.2719  -1.041
C  -1.7836  1.1165  0.1211  -0.694
C  -1.9809  -0.3514  0.3780  -0.872
C  1.3920  -0.9759  -0.2510  -0.465
H  -1.3115  -0.8361  1.1035  0.261
H  -1.8997  -1.0722  -0.4842  0.282
H  0.4806  -0.5731  -0.6919  0.004
H  -2.5291  1.6710  -0.3840  0.339
H  1.1132  -1.1603  0.8393  0.199
H  3.3021  -0.1127  0.3405  0.300
H  -1.6531  1.6621  1.0542  0.239
H  2.6426  0.4898  -1.2733  0.315
H  2.0568  1.0773  0.0859  0.312
H  -0.8090  1.1997  -0.4064  0.159
H  1.5999  -1.8132  -0.8590  0.354
H  -3.0340  -0.4327  0.6994  0.307

Results
SMILES = CC.CC
Kohn-Sham gap = 12.570 eV
LUMO level = 1.16 eV


Model Q:
# C4H12

2 unconnected molecules or ions with the total composition C4H12 (the ωB97M-V functional and the def2-TZVPD basis, OMol25).

Last column: Mulliken charge in e.
Positions of all 16 atoms, in Å:
C  -0.5476  -1.6087  1.3111  -0.705
C  0.9424  2.3654  -0.4031  -0.836
C  -0.1632  -2.8580  0.5118  -0.853
C  -0.2092  2.1026  -1.3887  -0.761
H  -0.8888  -1.7945  2.3272  0.318
H  1.5622  1.4729  -0.3572  0.228
H  -1.3722  -1.1351  0.7784  0.223
H  0.8920  -2.9733  0.2683  0.289
H  -0.5568  1.0686  -1.3912  0.223
H  0.2572  -0.8807  1.3475  0.188
H  0.6395  2.7935  0.5448  0.271
H  1.6180  3.1460  -0.7653  0.336
H  -0.3827  -3.7371  1.1258  0.266
H  0.0578  2.4098  -2.3955  0.275
H  -1.1350  2.6077  -1.0998  0.264
H  -0.7138  -2.9788  -0.4141  0.273

Results
SMILES = CC.CC
Kohn-Sham gap = 12.833 eV
LUMO level = 1.13 eV


Model R:
# C4H12

2 unconnected molecules or ions with the total composition C4H12 (the ωB97M-V functional and the def2-TZVPD basis, OMol25).

Last column: Mulliken charge in e.
Positions of all 16 atoms, in Å:
C  1.4669  0.0412  -1.2531  -0.979
C  -1.4331  -0.3685  1.7593  -0.931
C  1.1711  1.4862  -0.8583  -0.740
C  -1.1855  -1.1169  0.4583  -0.492
H  -2.0387  -1.5523  -0.0667  0.362
H  1.5023  1.7526  0.1443  0.244
H  0.0908  1.6594  -0.8991  0.245
H  2.4703  0.0045  -1.6977  0.329
H  -0.5533  -0.4560  2.3791  0.269
H  0.7640  -0.3485  -1.9903  0.309
H  -2.3827  -0.6813  2.2098  0.317
H  -1.7985  0.6433  1.5822  0.296
H  1.5908  2.1637  -1.6007  0.317
H  -0.6922  -0.5031  -0.2980  -0.104
H  1.5556  -0.7517  -0.5092  0.299
H  -0.5279  -1.9726  0.6403  0.258

Results
SMILES = CC.CC
Kohn-Sham gap = 12.446 eV
LUMO level = 1.18 eV


Model S:
# C4H12

2 unconnected molecules or ions with the total composition C4H12 (the ωB97M-V functional and the def2-TZVPD basis, OMol25).

Last column: Mulliken charge in e.
Positions of all 16 atoms, in Å:
C  -0.2196  0.3131  2.5390  -0.816
C  0.8957  -0.2783  -2.6089  -0.897
C  0.4200  -1.0502  -1.3844  -0.689
C  -1.0140  0.9416  1.3998  -0.878
H  -0.7908  0.1561  3.4495  0.310
H  -1.5186  1.8622  1.7396  0.355
H  0.0120  0.0884  -3.1302  0.262
H  1.5618  -0.8361  -3.2546  0.320
H  0.2135  -0.6318  2.2299  0.254
H  -0.4655  1.2835  0.5293  0.242
H  0.6038  0.9773  2.8023  0.252
H  1.1212  -1.1559  -0.5517  0.232
H  -1.9320  0.3862  1.1859  0.282
H  1.3954  0.6515  -2.3286  0.272
H  -0.4919  -0.6098  -0.9932  0.154
H  0.2088  -2.0978  -1.6238  0.343

Results
SMILES = CC.CC
Kohn-Sham gap = 12.653 eV
LUMO level = 1.16 eV


The relative energies come out as model P 34.0; model Q 8.5; model R 21.7; model S 0.0, with values in kJ/mol.


Model P:
# C4H12

2 unconnected molecules or ions with the total composition C4H12 (the ωB97M-V functional and the def2-TZVPD basis, OMol25).

Last column: Mulliken charge in e.
Positions of all 16 atoms, in Å:
C  -1.9114  -1.1481  0.1378  -0.847
C  -1.7050  -0.4400  1.4757  -0.691
C  1.5104  1.3028  -1.2077  -0.889
C  2.0438  0.2996  -0.2049  -0.803
H  3.0484  0.0326  -0.5297  0.337
H  2.2127  2.1137  -1.4337  0.334
H  -2.9373  -1.1041  -0.2354  0.319
H  -2.6249  -0.0060  1.8472  0.311
H  -1.0106  0.3834  1.2684  0.152
H  2.1050  0.6305  0.8228  0.273
H  0.5661  1.7946  -1.0033  0.283
H  -1.6592  -2.2097  0.0978  0.289
H  1.4989  -0.6385  -0.3400  0.216
H  1.3697  0.8005  -2.1755  0.255
H  -1.3359  -0.7435  -0.6978  0.202
H  -1.1707  -1.0679  2.1781  0.259

Results
SMILES = CC.CC
Kohn-Sham gap = 12.757 eV
LUMO level = 1.16 eV


Model Q:
# C4H12

2 unconnected molecules or ions with the total composition C4H12 (the ωB97M-V functional and the def2-TZVPD basis, OMol25).

Last column: Mulliken charge in e.
Positions of all 16 atoms, in Å:
C  -2.1928  -1.3884  -0.3905  -1.008
C  1.4321  1.8593  -0.0689  -0.795
C  -1.1987  -0.9452  0.6968  -0.301
C  1.9979  0.4628  -0.2695  -0.779
H  -3.1542  -1.7469  0.0027  0.310
H  2.1962  2.4791  0.4179  0.299
H  0.6871  1.8784  0.7247  0.240
H  1.5171  -0.0376  -1.1169  0.265
H  -0.1989  -0.8951  0.2516  -0.213
H  -1.0379  -1.6504  1.5062  0.345
H  1.0815  2.3349  -0.9800  0.264
H  -2.5521  -0.5391  -0.9757  0.290
H  -1.8058  -2.1961  -1.0112  0.289
H  3.0786  0.4143  -0.2032  0.336
H  -1.5515  0.0561  0.8918  0.227
H  1.5616  -0.1673  0.5102  0.230

Results
SMILES = CC.CC
Kohn-Sham gap = 12.506 eV
LUMO level = 1.17 eV


Model R:
# C4H12

2 unconnected molecules or ions with the total composition C4H12 (the ωB97M-V functional and the def2-TZVPD basis, OMol25).

Last column: Mulliken charge in e.
Positions of all 16 atoms, in Å:
C  1.7314  -1.5473  -1.2802  -0.690
C  2.5417  -0.8812  -0.1949  -0.799
C  -1.9943  0.6701  1.2270  -0.535
C  -2.2682  1.8436  0.2621  -0.825
H  2.8342  0.1484  -0.3749  0.287
H  -2.7588  2.6642  0.7919  0.281
H  -1.4366  2.1200  -0.4466  0.257
H  -1.7534  1.2018  2.2151  0.215
H  -2.8385  -0.0176  1.3062  0.252
H  1.9035  -0.8995  0.7661  0.207
H  2.1756  -1.1603  -2.2663  0.207
H  0.6518  -1.4563  -1.3073  0.265
H  -1.1909  -0.0562  0.7856  0.086
H  1.8691  -2.6584  -1.1196  0.236
H  -2.9346  1.4566  -0.4742  0.269
H  3.4682  -1.4279  0.1099  0.287

Results
SMILES = CC.CC
Kohn-Sham gap = 12.334 eV
LUMO level = 1.04 eV


Model S:
# C4H12

2 unconnected molecules or ions with the total composition C4H12 (the ωB97M-V functional and the def2-TZVPD basis, OMol25).

Last column: Mulliken charge in e.
Positions of all 16 atoms, in Å:
C  -1.1585  -1.3763  -1.6970  -1.033
C  0.2133  -1.1231  -1.1816  -0.573
C  1.2151  1.2062  1.4039  -0.925
C  -0.3013  1.1843  1.5087  -0.776
H  1.7994  0.3185  1.7842  0.250
H  0.2677  -1.5597  -0.2211  0.218
H  0.5622  0.0704  -1.2360  0.066
H  -1.1508  -1.4006  -2.7751  0.322
H  1.6230  1.4974  0.5086  0.371
H  -0.6065  0.3492  1.9610  0.339
H  -1.5805  -0.4643  -1.6625  0.340
H  1.5595  2.1727  2.1108  0.260
H  -0.9264  1.0500  0.5857  0.178
H  0.8550  -1.6795  -1.9034  0.358
H  -1.7690  -2.2564  -1.3690  0.305
H  -0.6023  2.0113  2.1830  0.300

Results
SMILES = CC.CC
Kohn-Sham gap = 12.275 eV
LUMO level = 1.15 eV


The relative energies come out as model P 0.0; model Q 30.0; model R 60.3; model S 166.2, with values in kJ/mol.